Record 1
C25H69N3O8 | ωB97M-V/def2-TZVPD

Results
Charge: 0
LUMO in eV: 0.459
Relative energy (zero: lowest compared OMol25 entry of this formula, charge and spin) in eV: 0.0000
HOMO level in eV: -9.12

```
105
C25H69N3O8, DFT ωB97M-V/def2-TZVPD
C -1.71190 -1.07614 -5.48471
C -2.10399 -1.20571 -4.04883
C -3.55556 -0.73582 -3.69563
O -1.98291 -2.58151 -3.66013
H -2.36885 -1.74665 -6.01151
H -0.69549 -1.39906 -5.56926
H -1.81976 -0.03786 -5.76281
H -1.36875 -0.58709 -3.49478
H -3.81320 0.23377 -4.11055
H -3.68095 -0.64949 -2.57479
H -4.24135 -1.46139 -4.14365
H -2.14707 -2.70497 -2.69907
C 5.67165 0.86384 -0.04820
C 5.03231 0.62609 -1.41269
C 3.97248 -0.44250 -1.30521
O 4.37334 1.85639 -1.80953
H 6.34803 1.70291 -0.17383
H 6.30389 -0.00654 0.16434
H 4.94786 1.01463 0.72825
H 5.80660 0.41064 -2.18111
H 3.31980 -0.41198 -2.23131
H 3.29227 -0.27067 -0.44800
H 4.48854 -1.41665 -1.19648
H 4.99041 2.58795 -1.83706
C -4.54029 -2.50536 0.78615
C -3.11876 -2.91703 0.42891
C -2.77817 -4.31120 1.01346
O -2.92127 -2.79215 -0.99907
H -4.70268 -1.52192 0.35416
H -4.66712 -2.49323 1.89329
H -5.30595 -3.16942 0.35336
H -2.53549 -2.07236 0.84510
H -1.78492 -4.61489 0.71872
H -3.48082 -5.05313 0.71774
H -2.80238 -4.08740 2.14188
H -3.79655 -2.85635 -1.36268
C -2.51690 1.73956 2.19294
C -3.12700 1.72704 0.84945
C -2.41277 2.73030 -0.05569
O -3.16015 0.37674 0.27270
H -2.69850 2.63191 2.81624
H -1.40113 1.56363 2.15073
H -2.95731 0.93868 2.75770
H -4.12710 2.10787 0.98243
H -1.36265 2.65071 0.18907
H -2.76653 3.73673 0.17041
H -2.53405 2.45277 -1.11635
H -2.22312 0.11479 0.27130
C -1.37175 -3.11934 6.32827
C -1.14886 -1.98704 5.37529
C -0.04403 -2.40792 4.37103
O 0.18008 -1.44248 3.36199
C 0.67523 -1.87699 2.05649
N -2.33294 -1.51871 4.65732
H -1.96408 -3.86765 5.76084
H -1.95115 -2.76336 7.19432
H -0.42765 -3.49855 6.78107
H -0.72050 -1.11515 5.86696
H -0.31722 -3.31811 3.82038
H 0.85320 -2.61454 4.98497
H 0.45429 -1.03644 1.37326
H 0.09179 -2.77495 1.77868
H 1.73535 -2.12545 2.08797
H -1.95727 -0.99443 3.87454
H -2.71822 -2.38301 4.30760
C 1.83132 3.56018 -4.13444
C 1.02019 2.33253 -3.78453
C 1.50896 1.13251 -4.57200
O 1.57127 1.42742 -5.94983
C 2.33404 0.46279 -6.63480
N 1.07407 2.00947 -2.36627
H 2.88383 3.43676 -3.77791
H 1.52913 4.50339 -3.70311
H 1.78476 3.71734 -5.19780
H -0.01212 2.58150 -3.99864
H 0.85304 0.25866 -4.30356
H 2.51058 0.88089 -4.18348
H 3.38038 0.52506 -6.35945
H 2.19943 0.69590 -7.71937
H 1.95594 -0.59171 -6.46586
H 0.87432 2.82772 -1.82891
H 2.00956 1.72905 -2.16653
C 0.31415 2.78124 4.65962
C 1.65234 2.11238 4.50544
C 1.72356 1.50650 3.09461
O 1.56362 2.55558 2.17563
C 1.61251 2.00549 0.84245
N 2.79124 3.00292 4.86090
H -0.43376 1.97593 4.52924
H 0.16221 3.52427 3.86023
H 0.13706 3.20074 5.62716
H 1.66024 1.23653 5.19255
H 0.95518 0.72114 3.00593
H 2.70606 1.04450 2.98705
H 2.56203 1.53731 0.73741
H 1.46918 2.88972 0.15183
H 0.87111 1.24520 0.61577
H 3.68875 2.49837 4.80631
H 2.82026 3.76828 4.18728
C 0.06596 -1.53931 -1.37541
O -0.56041 -0.33080 -0.99073
H -0.29336 -2.30920 -0.64405
H -0.20994 -1.89356 -2.37482
H 1.15615 -1.53055 -1.27562
H -0.09495 0.41353 -1.37865
```



Record 2
C35H61BBrIN2O22S | ωB97M-V/def2-TZVPD

Results
Charge: 0
LUMO in eV: -1.104
Relative energy (zero: lowest compared OMol25 entry of this formula, charge and spin) in eV: 0.0000
HOMO level in eV: -9.08

```
124
C35H61BBrIN2O22S, DFT ωB97M-V/def2-TZVPD
C 1.74298 0.68972 3.48839
B 0.58588 1.05708 2.50424
O 0.90773 1.18146 1.18004
C -0.94556 1.24629 2.89157
C -1.47323 2.44483 3.27012
I -0.17460 4.10212 3.36940
C -2.84423 2.64659 3.56767
C -3.71556 1.60763 3.46358
Br -5.54948 1.86604 3.82772
C -3.24763 0.33590 3.05579
N -3.95293 -0.78051 2.86289
S -2.92258 -1.90441 2.39721
N -1.54614 -1.07452 2.41839
C -1.86613 0.16469 2.79126
H 2.13735 1.53356 4.05027
H 2.56138 0.28771 2.89464
H 1.43635 -0.06265 4.21038
H 0.10741 1.19141 0.64467
H -3.20719 3.61269 3.87185
C 1.68006 4.26232 -0.91815
C 0.45998 3.39852 -1.15671
O -0.36243 3.94635 -2.19976
C 0.07621 3.70296 -3.43446
O 1.04403 3.04468 -3.71120
O -0.74111 4.30626 -4.29544
C -0.35386 4.17930 -5.66687
H 1.38273 5.29387 -0.72131
H 2.24776 3.89059 -0.06507
H 2.33130 4.26863 -1.79185
H -0.15549 3.37411 -0.25927
H 0.73349 2.37033 -1.39437
H -0.20045 3.13629 -5.93344
H 0.55291 4.75166 -5.85588
H -1.16919 4.58842 -6.25603
C 1.06132 -2.40067 -0.57760
C -0.42013 -2.66435 -0.40232
O -1.18357 -2.14733 -1.50526
C -1.17037 -2.89028 -2.61062
O -0.61862 -3.94994 -2.74954
O -1.89868 -2.26425 -3.53626
C -1.93310 -2.92362 -4.80452
H 1.24545 -1.33884 -0.74846
H 1.60763 -2.71081 0.31300
H 1.46155 -2.94399 -1.43250
H -0.78324 -2.14215 0.47721
H -0.62331 -3.72757 -0.26875
H -2.23881 -3.96169 -4.69962
H -0.95676 -2.86746 -5.28387
H -2.66276 -2.39696 -5.41336
C -0.86136 7.73914 -2.51440
C -1.72985 6.68614 -1.85856
O -2.33709 7.18633 -0.65198
C -3.39193 7.97566 -0.82600
O -3.89306 8.27798 -1.87770
O -3.82274 8.36320 0.37757
C -4.93161 9.26274 0.34214
H -0.12622 8.12269 -1.80455
H -0.33726 7.31377 -3.37087
H -1.45726 8.58332 -2.86048
H -1.12105 5.84222 -1.55911
H -2.49422 6.31694 -2.54100
H -5.74428 8.85869 -0.25714
H -4.62086 10.22878 -0.05298
H -5.26450 9.38298 1.36914
C 4.32780 1.50906 -1.64783
C 3.62987 0.75001 -2.75583
O 4.46014 -0.30155 -3.27539
C 4.51605 -1.39932 -2.52631
O 3.92228 -1.59105 -1.49587
O 5.32892 -2.27044 -3.12554
C 5.52097 -3.48821 -2.40304
H 5.29638 1.87641 -1.99026
H 3.72055 2.35639 -1.33132
H 4.50297 0.86876 -0.78353
H 3.42821 1.41188 -3.59496
H 2.67641 0.34122 -2.42261
H 4.56805 -3.94740 -2.14993
H 6.09879 -3.30257 -1.49870
H 6.07909 -4.15074 -3.05812
C 4.56752 -2.95711 1.82165
C 4.99121 -2.16358 3.03967
O 4.33118 -2.62803 4.22650
C 4.83117 -3.73815 4.76556
O 5.78650 -4.35422 4.37221
O 4.08760 -4.04652 5.82885
C 4.46388 -5.26230 6.48000
H 3.48089 -2.95486 1.72737
H 4.99818 -2.52720 0.91716
H 4.89145 -3.99444 1.89924
H 4.68954 -1.12390 2.92548
H 6.07232 -2.18376 3.17399
H 5.52256 -5.26750 6.72827
H 4.22293 -6.11533 5.84737
H 3.88141 -5.32204 7.39526
C 0.14976 -3.17145 7.89764
C 0.56188 -2.32649 9.08287
O -0.09026 -2.74899 10.28984
C 0.42623 -3.83205 10.86531
O 1.38739 -4.45024 10.48712
O -0.29417 -4.10521 11.95363
C 0.11758 -5.28169 12.65211
H -0.93657 -3.18770 7.79758
H 0.58401 -2.77599 6.97927
H 0.48198 -4.20214 8.01642
H 0.25515 -1.29289 8.93417
H 1.64254 -2.33351 9.22169
H 1.18029 -5.24894 12.88072
H -0.11110 -6.16863 12.06322
H -0.45109 -5.30583 13.57710
C -6.69875 -4.04173 -10.11045
C -5.33615 -3.68216 -10.66268
O -5.06166 -2.27952 -10.52694
C -4.68475 -1.88695 -9.31317
O -4.53426 -2.59395 -8.35066
O -4.49938 -0.56673 -9.34424
C -4.14661 0.00876 -8.08511
H -7.47038 -3.42193 -10.56873
H -6.92331 -5.08909 -10.31120
H -6.73967 -3.88145 -9.03384
H -5.29849 -3.87954 -11.73221
H -4.54525 -4.26258 -10.18867
H -3.28772 -0.49789 -7.65050
H -4.99240 -0.03404 -7.40059
H -3.89276 1.04645 -8.28082
```



Record 3
C47H47AsNOP2Pt | ωB97M-V/def2-TZVPD

Results
Multiplicity: 5
Charge: +3
LUMO (spin up / spin down) in eV: -7.949 / -12.209
Relative energy (zero: lowest compared OMol25 entry of this formula, charge and spin) in eV: 0.1029
HOMO level (spin up / spin down) in eV: -15.84 / -16.06

```
100
C47H47AsNOP2Pt, DFT ωB97M-V/def2-TZVPD
Pt -0.41287 -0.55604 0.10454
C 2.62954 -1.76443 3.14088
N 1.59894 -1.35909 2.15956
P 1.82493 -1.20197 0.48127
C 3.18778 -0.08515 0.25269
C 3.33590 1.01641 1.10289
C 4.38564 1.89567 0.90897
C 5.28197 1.68489 -0.13461
C 5.13215 0.59639 -0.98430
C 4.08483 -0.29190 -0.79815
C 2.19296 -2.76006 -0.30399
C 3.08665 -3.67385 0.26627
C 3.37585 -4.85264 -0.39926
C 2.79449 -5.11593 -1.63659
C 1.92167 -4.20384 -2.21210
C 1.61466 -3.02618 -1.54567
P 0.01704 -0.98026 2.53512
C -0.08526 -0.30822 4.17003
C -0.59156 -1.04581 5.24497
C -0.60677 -0.47873 6.50821
C -0.12363 0.81042 6.69702
C 0.37474 1.54755 5.62680
C 0.38815 0.99629 4.35939
C -1.05537 -2.40785 2.40194
C -2.43574 -2.22733 2.72125
C -3.29295 -3.29321 2.65582
C -2.81431 -4.53673 2.21087
C -1.46267 -4.71062 1.83920
C -0.59323 -3.65551 1.91012
H 3.61306 -1.62336 2.69625
H 2.50421 -2.80730 3.43100
H 2.56132 -1.13251 4.02445
H 2.64050 1.17860 1.91833
H 4.51540 2.74006 1.57248
H 6.10803 2.36887 -0.27864
H 5.84275 0.43180 -1.78360
H 3.98007 -1.14894 -1.45216
H 3.57032 -3.46800 1.21276
H 4.06642 -5.56221 0.03647
H 3.03272 -6.03474 -2.15599
H 1.48079 -4.40868 -3.17885
H 0.93442 -2.31241 -1.99961
H -0.94791 -2.05973 5.10927
H -0.98595 -1.04471 7.34816
H -0.13555 1.24628 7.68726
H 0.74031 2.55298 5.78492
H 0.75139 1.57593 3.51762
H -2.78726 -1.25521 3.04888
H -4.33203 -3.18446 2.93641
H -3.49507 -5.37627 2.14212
H -1.11984 -5.68430 1.51469
H 0.44651 -3.77749 1.63111
O -0.58989 1.48916 0.22138
As -0.83849 2.45568 -1.18998
C -2.71079 2.56958 -1.49732
C -3.55528 2.30452 -0.42100
C -4.92470 2.45221 -0.57792
C -5.44295 2.87073 -1.79764
C -4.59587 3.15588 -2.86052
C -3.22398 3.00982 -2.71621
C 0.10300 1.66149 -2.64160
C 1.49694 1.67481 -2.56987
C 2.23362 1.12601 -3.60752
C 1.58725 0.56826 -4.70464
C 0.20023 0.54743 -4.76749
C -0.54817 1.09245 -3.73433
C -0.08514 4.14326 -0.75820
C 0.42233 4.38882 0.51395
C 0.93661 5.64405 0.79664
C 0.94269 6.63197 -0.18393
C 0.43574 6.37473 -1.45408
C -0.08082 5.12609 -1.74860
H -3.14446 2.00438 0.53613
H -5.58862 2.25896 0.25407
H -6.51144 2.99183 -1.91532
H -5.00278 3.50293 -3.80079
H -2.57388 3.26345 -3.54381
H 2.00541 2.13865 -1.73066
H 3.31404 1.15762 -3.57467
H 2.16806 0.16085 -5.52196
H -0.29888 0.11943 -5.62666
H -1.62813 1.06877 -3.78902
H 0.40196 3.61343 1.26832
H 1.33057 5.86316 1.78024
H 1.34283 7.61102 0.04536
H 0.44632 7.14898 -2.20929
H -0.47534 4.92598 -2.73880
C -3.61408 -1.24493 -2.81379
C -2.25266 -1.59110 -2.17690
C -1.86327 -3.04814 -2.43741
C -2.34205 -1.28598 -0.71008
H -3.58461 -1.46737 -3.88145
H -3.86187 -0.18906 -2.68547
H -4.40931 -1.84475 -2.36771
H -1.51741 -0.92396 -2.64832
H -2.74958 -3.68560 -2.42874
H -1.17227 -3.42759 -1.68027
H -1.39022 -3.16695 -3.41256
H -2.67596 -2.11602 -0.08903
H -2.85288 -0.35140 -0.44892
```



Record 4
C2H3Cl2N | ωB97M-V/def2-TZVPD

Results
Charge: 0
LUMO in eV: 0.093
Relative energy (zero: lowest compared OMol25 entry of this formula, charge and spin) in eV: 0.4772
HOMO level in eV: -10.73

```
8
C2H3Cl2N, DFT ωB97M-V/def2-TZVPD
C 0.25802 -0.01837 -0.47250
C -0.36296 0.30221 0.79158
N 1.30716 -0.53248 -0.80685
Cl -1.43171 0.09716 -1.77052
Cl 0.78896 -0.04492 2.11623
H -1.26471 -0.24843 1.07088
H -0.79284 1.39194 0.73956
H 1.49807 -0.94711 -1.66839
```



Record 5
C6H6O | ωB97M-V/def2-TZVPD

Results
Charge: 0
LUMO in eV: -0.303
Relative energy (zero: lowest compared OMol25 entry of this formula, charge and spin) in eV: 5.8140
HOMO level in eV: -9.33

```
13
C6H6O, DFT ωB97M-V/def2-TZVPD
O -1.78739 -0.71748 1.62109
C -1.23129 -0.15465 0.47096
C -0.12121 0.90983 0.65635
C 0.68680 0.28612 -0.46961
C 1.71585 0.39157 -1.30975
C -0.31178 -0.95842 -0.41757
C 0.18622 -1.90392 -1.13234
H -1.22564 -1.43949 1.92322
H -2.05917 0.23281 -0.12734
H 0.36201 0.74673 1.62671
H -0.45553 1.94444 0.57425
H 2.43012 1.18168 -1.53701
H 1.81100 -0.51923 -1.87896
```



Record 6
C12H18Cl2DyN2O3P | ωB97M-V/def2-TZVPD

Results
Multiplicity: 6
Charge: +2
LUMO (spin up / spin down) in eV: -8.568 / -8.778
HOMO level (spin up / spin down) in eV: -15.41 / -15.41

```
39
C12H18Cl2DyN2O3P, DFT ωB97M-V/def2-TZVPD
C 0.62497 -3.73243 -2.28722
C 0.14486 -2.59467 -1.43621
H -0.32534 -4.23318 -2.56119
H 1.32087 -4.42098 -1.79109
H 1.12878 -3.41798 -3.21362
O -1.01660 -2.21984 -1.47333
Cl 1.33768 -1.85111 -0.40277
Dy 0.16732 2.09482 0.01285
P -0.18942 1.40193 -2.86597
C -1.69891 1.86162 -3.80027
C 0.92380 2.70871 -3.49640
H 1.26643 -0.39836 -3.67436
H 0.39065 0.40868 -5.02811
H -0.48976 -0.72781 -3.98374
C 0.30414 0.03167 -3.99084
H 1.96519 2.41307 -3.29454
H 0.79528 2.83057 -4.58247
H -1.47028 2.01667 -4.86264
H -2.12895 2.78657 -3.40196
H 0.71089 3.67786 -3.01674
H -2.41582 1.03684 -3.73057
C -1.92201 0.93860 -0.57587
O -2.89297 0.33780 -0.85005
Cl 1.22921 4.23513 0.36599
N 0.70250 -0.54838 6.79025
C -0.02495 -1.20498 5.81798
O -0.61009 -2.25357 6.02923
C 0.03225 -0.59393 4.42451
C 0.96989 0.37963 4.05034
C 0.92444 0.91471 2.77175
N 0.04639 0.49987 1.82214
C -0.80246 -0.52895 2.14884
C -0.84917 -1.07115 3.43708
H 0.56815 -0.89664 7.73435
H 0.98982 0.42019 6.68469
H 1.72004 0.75381 4.74348
H 1.61088 1.70637 2.45133
H -1.44985 -0.91747 1.36401
H -1.58786 -1.84368 3.67115
```



Record 7
C3H10N3O2 | ωB97M-V/def2-TZVPD

Results
Charge: +1
LUMO in eV: -3.563
Relative energy (zero: lowest compared OMol25 entry of this formula, charge and spin) in eV: 1.6702
HOMO level in eV: -13.86

```
18
C3H10N3O2, DFT ωB97M-V/def2-TZVPD
O 1.95221 -0.46442 -1.87070
C 1.27381 -0.39221 -0.87769
C -0.22562 -0.64780 -0.96238
N -0.46543 -1.10933 -2.36913
H 1.69044 -0.16701 0.10853
H -0.50634 -1.40658 -0.23511
H -0.81236 0.24379 -0.76936
H -0.95327 -1.99925 -2.46940
H -0.95760 -0.41501 -2.93255
H 0.49495 -1.18110 -2.77625
N 0.29607 -0.03617 2.36791
C -0.63840 0.72603 1.69448
N -0.15202 1.93494 1.22571
O -1.77251 0.35707 1.47443
H 1.06696 0.42585 2.82254
H -0.12390 -0.79601 2.88428
H -0.86654 2.62873 1.06399
H 0.69954 2.29848 1.62070
```



Record 8
C15H16N3O2STl | ωB97M-V/def2-TZVPD

Results
Charge: +2
LUMO in eV: -7.801
HOMO level in eV: -14.76

```
38
C15H16N3O2STl, DFT ωB97M-V/def2-TZVPD
Tl -0.19302 -1.71935 0.18886
O 1.09836 0.49647 -4.47306
C 1.43468 1.72472 -4.10161
C 2.03980 2.54328 -5.05732
C 2.41135 3.82135 -4.72252
C 2.20423 4.34783 -3.42947
C 1.61261 3.57027 -2.48307
C 1.20752 2.24204 -2.79659
C 0.56780 1.42033 -1.85278
O 0.19813 0.26786 -1.87171
N 0.32201 2.10847 -0.47920
N -0.80406 2.21132 -0.16487
C -1.98883 2.40424 0.20950
C -2.82186 1.39721 0.88053
C -4.03948 1.82643 1.37997
C -4.85716 0.89738 2.01508
C -4.41650 -0.40569 2.10657
C -3.17599 -0.73598 1.56194
N -2.37556 0.13318 0.95732
H 0.69885 -0.00253 -3.74504
H 2.20452 2.14136 -6.04725
H 2.88394 4.44176 -5.47299
H 2.52312 5.35290 -3.19604
H 1.47092 3.95423 -1.48038
H -2.37662 3.39857 0.00239
H -4.34427 2.85979 1.28034
H -5.81496 1.19374 2.42006
H -5.01511 -1.17051 2.58117
H -2.83163 -1.76383 1.61892
C 0.15180 -0.44579 3.73550
S 0.92195 0.19901 2.23381
C 2.65977 -0.09542 2.62614
H 0.49150 0.13457 4.59047
H 0.39822 -1.49587 3.88130
H -0.92654 -0.32837 3.63911
H 2.84463 -1.15312 2.80016
H 2.92765 0.48115 3.50865
H 3.25718 0.24683 1.78398
```



For reference, E_tot by record: -1759.98892, -6429.94243, -4985.95466, -1053.10546, -307.24977, -2949.59139, -434.83875, -1465.99760 Ha.